Below is the molecule C8H12FNO2 at a distorted geometry, with properties calculated with ωB97M-V/def2-TZVPD.

The geometry in ORCA input format:
```
! wB97M-V def2-TZVPD RIJCOSX def2/J DEFGRID3
* xyz 0 3
C 0.3112 -2.6519 -2.0939
C -0.4001 -3.2262 -1.0346
C 0.8781 -1.5184 -1.5902
C -0.1428 -2.5587 0.1166
C 0.5290 2.2382 0.8291
C -1.3919 0.6082 0.8034
C -0.0193 0.9673 0.1777
C 1.0357 0.0107 0.5252
N 0.6741 -1.5357 -0.2602
O 1.7118 -0.5659 -2.1302
O -0.6722 -2.7582 1.3487
F 1.1450 -0.2657 1.8758
H 0.4280 -2.7683 -3.1167
H -0.9624 -4.0446 -1.0901
H -0.0997 2.4064 1.6651
H 0.6089 3.1628 0.1582
H 1.5194 2.1215 1.3018
H -1.4174 0.5047 1.8607
H -2.0024 1.4327 0.4887
H -1.6771 -0.4644 0.5407
H 0.1115 1.2187 -0.8687
H 2.1084 0.3457 0.1720
H 1.4770 -0.3380 -2.9926
H 0.0266 -3.1123 1.9131
*
```

Results
DFT total energy = -616.8752 hartree
LUMO (alpha / beta) = 0.76 / -1.79 eV
Gap between HOMO and LUMO (alpha / beta) = 3.91 / 7.69 eV
Relative energy (zero: lowest compared OMol25 entry of this formula, charge and spin) = 2.9777 eV